(1)
69
Properties=species:S:1:pos:R:3:lowdin_charge:R:1 method="wB97M-V/def2-TZVPD" orbital_gap_ev=9.751 molar_mass_da=468.38 smiles=CCCCCC[C@H]1CC[C@H](CCCCCCOC)O1.ClCCCl.ClCCCl relative_energy_kcal_mol=0.00 lumo_ev=0.69
Cl -3.384 2.778 1.884 0.56
Cl -5.030 0.867 4.198 0.56
Cl 4.859 1.017 -2.296 0.56
Cl 6.946 -0.551 -0.110 0.57
O -1.293 -2.097 0.512 -0.07
O 2.466 -2.980 -0.787 -0.19
C -4.673 3.304 3.000 -0.65
C 0.651 -0.880 2.615 -0.17
C -2.732 0.411 -3.047 -0.22
C 0.232 -2.351 2.467 -0.13
C -0.558 2.196 -3.889 -0.12
C -4.606 2.594 4.328 -0.66
C -1.897 -0.093 -1.861 -0.20
C 1.757 -3.025 -2.000 -0.11
C 7.413 0.566 -1.418 -0.65
C -1.133 -2.635 1.828 -0.31
C 2.855 -0.265 1.403 -0.20
C -2.341 -2.106 2.620 -0.11
C -2.838 -0.877 1.845 -0.15
C -3.001 1.915 -2.966 -0.21
C 6.389 1.650 -1.632 -0.66
C 1.323 -0.277 1.367 -0.20
C -1.811 2.851 -3.303 -0.25
C 3.182 -1.766 -0.617 -0.26
C -2.754 -0.661 -0.736 -0.14
C -1.994 -0.854 0.566 -0.34
C 3.476 -1.556 0.867 -0.17
H 7.556 -0.026 -2.318 0.07
H 2.433 -2.988 -2.865 0.09
H -3.856 2.170 -3.597 0.10
H -3.109 -2.880 2.654 0.11
H -1.525 3.402 -2.403 0.10
H -3.610 2.656 4.758 0.07
H 0.213 -2.821 3.457 0.12
H 1.350 -0.807 3.454 0.11
H 6.154 2.157 -0.700 0.07
H -0.029 1.588 -3.153 0.06
H -3.912 -0.908 1.651 0.10
H 1.001 -0.856 0.496 0.10
H -4.539 4.373 3.156 0.07
H -2.148 3.609 -4.013 0.10
H 1.044 -2.194 -2.077 0.07
H -2.089 -1.863 3.654 0.11
H 3.220 0.573 0.800 0.10
H -3.159 -1.632 -1.038 0.13
H -2.253 0.147 -3.991 0.10
H 2.581 -0.933 -1.010 0.10
H -5.322 3.045 5.012 0.07
H -1.309 0.739 -1.456 0.11
H 3.078 -2.418 1.406 0.11
H -3.696 -0.107 -3.049 0.11
H -0.792 1.561 -4.745 0.07
H -0.216 -0.281 2.912 0.10
H 6.772 2.373 -2.349 0.07
H -3.604 0.008 -0.558 0.12
H 8.361 1.017 -1.130 0.07
H -5.625 3.130 2.506 0.07
H 0.989 -2.883 1.884 0.10
H -1.178 -0.848 -2.189 0.11
H 1.204 -3.964 -2.021 0.09
H 3.214 -0.086 2.422 0.11
H 4.555 -1.535 1.032 0.06
H 4.110 -1.797 -1.203 0.10
H -3.326 2.119 -1.939 0.10
H -2.663 0.037 2.411 0.05
H 0.135 2.962 -4.240 0.07
H 0.962 0.741 1.200 0.11
H -1.264 -0.041 0.639 0.12
H -1.211 -3.716 1.699 0.14



(2)
71
Properties=species:S:1:pos:R:3:lowdin_charge:R:1 method="wB97M-V/def2-TZVPD" orbital_gap_ev=9.592 total_charge=+1 molar_mass_da=566.99 lumo_ev=-2.25
I 0.035 -0.588 2.497 0.87
Cl -2.097 -2.812 -2.570 0.66
S 2.393 0.462 -1.635 0.62
O 3.521 0.677 -2.479 -0.20
O 2.766 -0.432 -0.392 -0.18
O 1.640 1.589 -1.162 -0.25
O 1.432 -0.601 -2.318 -0.15
N -2.777 4.440 1.626 -0.28
C -1.923 6.582 1.074 -0.13
C -1.877 5.523 2.155 -0.10
C -0.525 -4.991 -2.811 -0.11
C -3.956 5.212 1.064 -0.08
C 4.819 -2.077 -0.681 -0.04
C -2.150 3.639 0.495 -0.11
C -3.203 3.516 2.714 0.02
C 2.308 -1.811 -0.504 -0.19
C 0.433 3.885 0.455 -0.08
C 1.013 -1.654 -1.379 -0.34
C -0.117 -1.038 -0.524 -0.20
C 3.454 -2.735 -0.954 -0.30
C -0.787 3.014 0.759 -0.22
C -0.588 -3.675 -2.049 -0.68
C 3.416 -4.082 -0.213 -0.17
C -3.411 6.600 0.678 -0.12
C 2.113 -4.881 -0.241 -0.25
C 2.191 -6.153 0.613 -0.09
C -0.522 -1.776 0.762 -0.73
C 0.633 -2.800 -2.338 -0.13
C -2.005 -2.106 0.876 -0.18
H -2.342 5.880 3.074 0.14
H -1.000 -0.877 -1.147 0.10
H -2.893 2.868 0.288 0.13
H -1.570 7.544 1.436 0.13
H -0.712 -3.861 -0.979 0.08
H -2.337 -2.705 0.025 0.03
H -3.916 2.801 2.311 0.12
H -0.329 -4.802 -3.871 0.09
H -1.289 6.297 0.235 0.11
H -3.555 6.815 -0.377 0.12
H 3.394 -2.903 -2.037 0.15
H -2.603 -1.190 0.886 0.07
H -0.902 5.111 2.389 0.12
H 1.898 -5.157 -1.279 0.09
H 2.623 -6.984 0.050 0.08
H -4.361 4.643 0.232 0.13
H 2.045 -2.049 0.532 0.13
H 0.263 -0.048 -0.262 0.05
H -3.668 4.100 3.505 0.11
H 4.204 -4.711 -0.647 0.13
H 1.203 -6.471 0.956 0.07
H -0.731 2.596 1.766 0.07
H 5.606 -2.832 -0.772 0.09
H -2.213 -2.656 1.796 0.07
H -3.944 7.363 1.241 0.12
H -2.336 2.992 3.106 0.10
H 3.709 -3.897 0.830 0.13
H 4.867 -1.664 0.330 0.09
H 0.271 -5.625 -2.414 0.07
H 0.084 -2.668 0.930 0.05
H 1.495 -3.454 -2.482 0.11
H -4.709 5.269 1.847 0.13
H 2.813 -5.990 1.499 0.08
H 1.271 -4.265 0.100 0.09
H -0.745 2.146 0.097 0.10
H 0.450 -2.325 -3.306 0.13
H -1.471 -5.527 -2.732 0.08
H 5.033 -1.276 -1.391 0.08
H 0.296 4.443 -0.473 0.09
H 0.674 4.596 1.246 0.07
H 1.307 3.251 0.321 0.06
H -2.108 4.293 -0.375 0.14



(3)
83
Properties=species:S:1:pos:R:3:lowdin_charge:R:1 method="wB97M-V/def2-TZVPD" orbital_gap_ev=7.130 molar_mass_da=621.55 relative_energy_kcal_mol=131.72 lumo_ev=-0.23
F -1.266 5.590 -1.438 0.10
F 0.866 3.230 -1.808 0.09
F -0.204 -3.070 -1.046 0.05
O -0.136 -6.025 0.588 0.07
O 2.067 -6.215 0.782 0.14
O -3.819 3.778 -0.884 0.08
O -2.905 5.474 0.140 0.14
O 1.218 -4.863 -0.727 0.16
O 3.128 2.868 -1.171 0.18
O 1.071 -1.945 2.519 -0.18
O 3.282 4.226 0.474 0.10
O 3.005 -0.662 1.794 -0.06
O 3.066 -0.795 -1.126 -0.16
O 5.123 3.249 -0.552 0.08
O -5.145 5.127 0.302 0.14
O -3.112 -1.383 1.354 -0.15
O -0.333 2.623 1.545 -0.39
O -3.034 -0.170 -1.113 -0.12
O -0.654 0.536 -2.795 -0.15
N -0.395 -0.272 0.370 0.45
C -3.843 -0.189 1.170 -0.18
C 0.455 0.055 -3.417 -0.14
C 2.657 -0.253 2.886 -0.32
C -4.062 4.863 -0.171 -0.57
C 4.256 -0.230 -0.487 -0.09
C -4.138 -0.121 -0.294 -0.19
C 1.783 3.149 -0.811 -0.22
C 0.350 -3.157 2.869 -0.05
C -1.802 -0.276 -3.075 -0.14
C -1.040 -5.081 -0.145 0.01
C 3.321 -1.449 -2.333 -0.10
C -2.833 -1.663 2.744 -0.02
C 3.888 3.478 -0.473 -0.65
C -2.415 3.561 -1.051 -0.06
C 1.962 4.405 0.130 -0.06
C 1.826 -1.379 3.521 -0.17
C 3.790 0.188 1.010 -0.09
C -3.070 0.093 -2.347 -0.27
C 1.111 -5.779 0.167 -0.63
C -1.790 4.825 -0.512 -0.32
C -0.077 -4.402 -1.238 -0.21
H -0.228 -2.807 3.686 0.06
H -1.095 4.851 0.260 0.12
H 0.389 -0.851 -3.567 -0.01
H 1.110 -1.052 4.338 0.16
H 1.440 0.247 -2.862 0.10
H -1.440 -4.305 0.472 0.09
H 2.533 -1.954 -2.521 0.02
H 1.249 4.435 1.026 0.15
H 3.538 -0.930 -3.146 0.06
H -0.342 2.946 2.342 -0.24
H -2.414 -2.466 2.913 0.00
H -2.309 -0.911 3.049 0.05
H -5.001 -0.733 -0.596 0.14
H 1.882 5.273 -0.280 0.07
H -1.652 -1.270 -3.045 0.08
H 0.747 -4.180 3.144 0.11
H -0.546 0.306 -0.357 0.08
H 3.486 1.004 1.144 -0.01
H 5.117 -0.903 -0.267 0.13
H 4.779 0.620 -0.876 0.10
H -0.061 -0.037 1.216 0.07
H -1.219 -0.685 0.462 0.05
H -3.145 1.290 -2.411 0.17
H 2.027 0.501 2.829 0.08
H -0.414 -4.642 -2.237 0.16
H -3.330 0.622 1.378 0.07
H 3.514 0.001 3.598 0.17
H 0.215 -0.907 -0.033 0.11
H -2.036 3.243 -2.121 0.17
H -3.693 -1.675 3.296 0.09
H 2.377 -1.948 3.946 0.02
H -1.819 -0.079 -4.165 0.15
H 4.185 -2.012 -2.111 0.10
H 1.660 2.178 -0.253 0.16
H -1.814 -5.628 -0.725 0.14
H 0.991 0.561 -4.332 0.14
H -4.899 -0.080 1.708 0.19
H -0.238 -3.553 1.876 0.11
H 4.801 0.330 1.542 0.17
H -3.922 -0.414 -2.680 0.12
H -2.007 2.794 -0.530 0.06
H -4.584 0.868 -0.427 0.13



(4)
74
Properties=species:S:1:pos:R:3:lowdin_charge:R:1 method="wB97M-V/def2-TZVPD" orbital_gap_ev="5.045 / 5.044" molar_mass_da=706.00 relative_energy_kcal_mol=31.34 lumo_ev="-1.93 / -1.93"
Pt -1.147 0.865 -0.382 0.62
Si -3.662 -2.330 -0.093 0.39
Si -4.928 1.619 0.169 0.40
Si -3.179 -0.018 0.257 0.51
Si -1.479 0.887 -2.713 0.40
F 3.578 0.653 -2.501 0.08
F 1.362 0.189 -1.012 0.00
F 1.840 4.511 0.939 0.06
F 4.210 4.751 -0.264 0.08
N -0.650 0.535 2.728 -0.19
N 0.322 2.022 0.620 -0.17
C -0.130 2.778 1.759 -0.23
C -4.243 3.130 -0.797 -0.22
C -1.468 -0.287 3.626 -0.25
C 0.763 0.298 2.998 -0.23
C 3.469 3.652 -0.507 -0.22
C -3.661 -3.088 1.666 -0.24
C 3.944 2.721 -1.415 0.05
C -1.013 1.945 2.708 -0.22
C -0.505 -0.560 -3.541 -0.20
C -5.294 2.305 1.924 -0.23
C -6.605 1.056 -0.572 -0.21
C 3.172 1.585 -1.617 -0.23
C 1.314 0.902 4.296 -0.07
C -0.877 2.526 -3.540 -0.20
C -2.896 0.178 3.873 -0.09
C 2.256 3.498 0.136 -0.13
C -2.255 -3.133 -1.105 -0.21
C 2.018 1.375 -0.903 -0.17
C -5.322 -2.837 -0.903 -0.21
C -3.300 0.554 -3.295 -0.23
C 1.454 2.330 -0.012 -0.22
H -3.450 0.297 2.944 0.01
H -3.325 0.563 -4.379 0.02
H -1.116 -1.456 -3.590 0.01
H 2.338 0.568 4.442 0.08
H -4.686 4.058 -0.450 0.03
H -2.137 -4.181 -0.848 0.03
H -3.164 3.195 -0.655 0.00
H -3.979 -4.126 1.666 0.03
H -1.174 2.555 -4.586 0.03
H -7.304 1.884 -0.640 0.03
H -0.714 3.663 1.458 0.12
H -4.324 -2.545 2.331 0.01
H 0.405 -0.812 -3.010 0.00
H -6.487 0.641 -1.568 0.01
H -3.396 -0.578 4.475 0.08
H -6.075 3.060 1.910 0.03
H -5.407 -2.465 -1.918 0.02
H 0.207 2.595 -3.498 0.01
H -0.945 2.404 3.707 0.12
H -1.282 3.408 -3.054 0.01
H -2.049 2.010 2.366 0.07
H -6.170 -2.457 -0.343 0.02
H -0.227 -0.290 -4.555 0.03
H -1.308 -2.635 -0.921 0.01
H 4.869 2.871 -1.939 0.13
H -1.494 -1.292 3.191 0.10
H 1.320 1.989 4.258 0.06
H -2.917 1.116 4.424 0.08
H -3.646 -0.421 -2.966 0.00
H 0.738 3.129 2.327 0.11
H -4.407 2.776 2.339 0.01
H 0.906 -0.788 3.005 0.12
H 1.332 0.698 2.161 0.10
H -0.990 -0.368 4.614 0.11
H -5.408 -3.919 -0.939 0.03
H -2.667 -3.054 2.097 0.01
H -7.062 0.292 0.049 0.02
H -4.428 3.061 -1.863 0.01
H -5.610 1.532 2.616 0.02
H -4.012 1.286 -2.942 -0.02
H 0.733 0.597 5.162 0.06
H -2.452 -3.078 -2.170 0.02



(5)
67
Properties=species:S:1:pos:R:3:lowdin_charge:R:1 method="wB97M-V/def2-TZVPD" orbital_gap_ev=9.356 molar_mass_da=354.58 smiles="CC(C)CN(CC(C)C)C(=O)CCCC(=O)N(CC(C)C)CC(C)C" relative_energy_kcal_mol=0.65 lumo_ev=0.68
O -0.839 -0.235 -0.871 0.04
O 3.239 1.107 2.203 0.04
N -2.881 0.160 -0.049 -0.05
N 3.077 -0.033 0.267 -0.03
C 1.717 -3.184 -1.382 -0.07
C 1.859 -2.701 1.072 -0.06
C -2.787 -2.317 0.152 -0.41
C 4.524 -0.004 0.135 -0.13
C -1.576 0.480 -0.209 -0.44
C -3.903 1.010 0.517 -0.15
C -3.249 -2.285 1.607 -0.07
C -3.247 -3.601 -0.531 -0.07
C 4.585 2.506 -0.218 -0.07
C 2.355 -0.892 -0.649 -0.14
C 1.027 0.665 1.446 -0.10
C -3.970 2.607 -1.448 -0.07
C 5.069 1.152 -0.727 -0.39
C -5.912 2.452 0.135 -0.08
C -3.317 -1.104 -0.627 -0.13
C -1.052 1.726 0.493 -0.09
C 0.477 1.741 0.504 -0.17
C 2.542 0.583 1.348 -0.48
C -4.787 1.682 -0.551 -0.41
C 2.447 -2.391 -0.300 -0.39
C 4.738 0.999 -2.210 -0.08
H 2.315 -2.080 1.840 0.08
H 5.029 0.016 -2.578 0.07
H -1.424 2.610 -0.028 0.11
H -6.519 1.789 0.748 0.08
H -2.852 -4.469 -0.009 0.08
H -2.952 -1.163 -1.657 0.13
H 3.514 2.609 -0.376 0.07
H 2.777 -0.754 -1.646 0.12
H 0.832 2.721 0.830 0.12
H -4.537 0.398 1.167 0.13
H -2.899 -3.633 -1.561 0.08
H 6.160 1.110 -0.619 0.13
H -6.557 2.918 -0.606 0.08
H 1.304 -0.611 -0.696 0.09
H 3.674 1.142 -2.385 0.07
H 0.559 -0.290 1.226 0.09
H -2.858 -3.145 2.144 0.08
H 0.794 0.938 2.477 0.13
H -2.895 -1.385 2.105 0.07
H 0.837 1.570 -0.512 0.11
H 4.936 0.102 1.142 0.13
H 0.683 -2.852 -1.448 0.07
H 5.090 3.311 -0.748 0.08
H -4.336 -2.313 1.664 0.08
H -4.333 -3.666 -0.532 0.08
H 2.034 -3.744 1.330 0.08
H 4.862 -0.954 -0.285 0.12
H -1.695 -2.277 0.126 0.11
H -3.445 1.785 1.130 0.12
H -4.407 -1.123 -0.635 0.13
H -5.505 3.233 0.773 0.08
H -5.230 0.901 -1.178 0.13
H -3.143 2.069 -1.905 0.08
H -3.573 3.442 -0.874 0.08
H 4.779 2.606 0.846 0.07
H 1.729 -4.246 -1.152 0.08
H 5.275 1.748 -2.788 0.08
H 2.185 -3.037 -2.353 0.08
H -4.595 3.009 -2.242 0.08
H 0.785 -2.529 1.072 0.07
H -1.416 1.750 1.522 0.12
H 3.502 -2.692 -0.294 0.13



(6)
70
Properties=species:S:1:pos:R:3:lowdin_spin:R:1 method="wB97M-V/def2-TZVPD" orbital_gap_ev="5.074 / 3.829" total_charge=+2 spin_multiplicity=5 molar_mass_da=595.41 relative_energy_kcal_mol=140.08 lumo_ev="-7.62 / -10.49"
Pt -1.123 1.047 -1.852 0.58
P -1.216 -1.560 -1.342 0.36
P 1.601 0.004 -2.107 0.40
O -2.715 3.058 0.135 0.01
O -0.996 1.631 0.972 0.00
C 0.566 -3.161 1.641 0.01
C -0.219 3.806 1.769 0.00
C -0.438 3.044 -2.040 0.11
C 1.410 -4.160 1.398 0.02
C -1.573 -3.536 -1.240 0.03
C -2.991 -1.151 -1.647 0.07
C -0.296 -1.910 -2.934 0.05
C 1.200 -1.600 -2.900 0.06
C -2.725 3.118 1.584 0.00
C 3.703 -2.851 1.453 0.14
C -3.148 4.424 2.252 0.00
C 3.370 0.122 -2.779 0.10
C -3.770 2.116 2.082 0.00
C 1.190 1.175 -3.403 0.04
C 1.324 -0.914 0.804 0.17
C 3.353 -2.345 0.117 0.70
C 0.883 -1.713 2.065 0.04
C 2.868 -4.059 1.874 0.04
C -1.222 2.670 1.953 0.00
C -1.071 1.992 3.295 0.00
C 2.767 -1.169 0.364 0.70
B -1.696 2.067 -0.171 0.04
H -3.019 -0.207 -2.224 0.01
H 1.805 -2.404 -2.432 0.00
H -3.313 4.212 3.319 0.00
H 0.587 2.942 -1.675 0.00
H -4.034 2.293 3.132 0.00
H 3.347 -0.261 0.441 0.06
H -0.476 -3.356 1.472 0.00
H -0.416 3.410 -3.081 0.01
H -0.262 4.273 0.771 0.00
H -0.643 -4.124 -1.134 0.00
H 3.391 -4.929 1.478 0.00
H -3.373 -0.956 -0.631 0.00
H -4.687 2.234 1.494 0.00
H 0.074 1.157 -3.258 0.01
H 4.801 -2.942 1.476 0.03
H -0.014 1.772 3.446 0.00
H -3.583 -1.932 -2.131 0.02
H -0.072 -1.294 2.453 0.00
H 3.564 -2.916 -0.807 0.05
H -2.278 -3.844 -0.451 0.00
H -4.106 4.793 1.874 0.00
H 3.517 -2.086 2.223 0.01
H -0.418 4.597 2.488 0.00
H -0.840 -1.313 -3.673 0.00
H 0.543 -1.185 0.026 0.04
H 3.410 -0.432 -3.732 0.01
H -1.636 1.053 3.315 0.00
H 2.862 -4.136 2.973 0.00
H 1.578 -1.540 2.896 0.00
H -2.420 5.236 2.200 0.00
H 1.173 -4.936 0.603 0.00
H -1.053 3.614 -1.314 0.02
H 1.653 2.087 -3.016 0.00
H 3.557 1.176 -3.020 0.00
H 4.139 -0.245 -2.093 0.00
H 1.166 0.164 0.961 0.01
H 0.782 3.400 1.958 0.00
H -1.381 2.640 4.117 0.00
H 1.540 -1.434 -3.927 0.01
H -3.407 1.093 1.994 0.00
H -2.011 -3.881 -2.201 0.01
H 1.373 1.028 -4.456 0.01
H -0.460 -2.968 -3.198 0.01